{"formula": "C46H134O22Sn", "method": "ωB97M-V with the def2-TZVPD basis set", "charge": 0, "lumo_energy_ha": -0.126, "e_tot_ha": -3702.102275, "elements": ["Sn", "C", "C", "C", "O", "H", "H", "H", "H", "H", "H", "H", "C", "C", "C", "O", "H", "H", "H", "H", "H", "H", "H", "C", "C", "C", "O", "H", "H", "H", "H", "H", "H", "H", "H", "C", "C", "C", "O", "H", "H", "H", "H", "H", "H", "H", "H", "C", "C", "C", "O", "H", "H", "H", "H", "H", "H", "H", "H", "C", "C", "C", "O", "H", "H", "H", "H", "H", "H", "H", "H", "C", "C", "C", "O", "H", "H", "H", "H", "H", "H", "H", "H", "C", "C", "C", "O", "H", "H", "H", "H", "H", "H", "H", "H", "C", "C", "C", "O", "H", "H", "H", "H", "H", "H", "H", "H", "C", "C", "C", "O", "H", "H", "H", "H", "H", "H", "H", "H", "C", "C", "C", "O", "H", "H", "H", "H", "H", "H", "H", "H", "C", "C", "C", "O", "H", "H", "H", "H", "H", "H", "H", "H", "C", "O", "H", "H", "H", "H", "C", "O", "H", "H", "H", "H", "C", "O", "H", "H", "H", "H", "C", "O", "H", "H", "H", "H", "C", "O", "H", "H", "H", "H", "C", "O", "H", "H", "H", "H", "C", "O", "H", "H", "H", "H", "C", "O", "H", "H", "H", "H", "C", "O", "H", "H", "H", "H", "C", "O", "H", "H", "H", "H"], "xyz": [[-0.11120, -15.70982, -5.97406], [1.35433, -20.68068, -3.77910], [1.56489, -19.19566, -4.10568], [2.70561, -19.00838, -5.12012], [0.36796, -18.62569, -4.61740], [0.96981, -21.24602, -4.62800], [0.55546, -20.75108, -3.04090], [2.22629, -21.19119, -3.37025], [1.86393, -18.67162, -3.19790], [2.73249, -17.99378, -5.51759], [2.47245, -19.65499, -5.96607], [3.66488, -19.43606, -4.82862], [-4.70843, -23.77122, -6.99547], [-4.84357, -24.47754, -5.66853], [-4.15780, -23.62605, -4.65976], [-6.20091, -24.71338, -5.37675], [-5.14078, -22.77065, -6.98946], [-5.19786, -24.29562, -7.81618], [-3.66751, -23.64455, -7.29302], [-4.29200, -25.41651, -5.71558], [-3.12473, -23.40541, -4.92844], [-4.13225, -24.16104, -3.71043], [-4.72620, -22.72002, -4.44968], [4.55502, -15.55104, -0.14098], [5.84878, -15.06261, 0.54312], [6.98472, -16.11551, 0.54355], [6.35747, -13.93607, -0.12130], [3.66932, -14.93914, 0.02995], [4.24484, -16.56922, 0.09393], [4.74678, -15.43221, -1.20738], [5.68735, -14.76620, 1.57954], [6.56637, -17.07234, 0.85590], [7.81554, -15.83605, 1.19142], [7.33751, -16.35082, -0.46057], [6.54962, -14.21830, -1.01853], [5.34800, -22.66883, -4.15865], [6.31135, -21.84283, -3.29926], [7.20884, -22.72188, -2.44371], [7.14346, -21.15869, -4.17744], [5.82034, -23.41720, -4.79500], [4.71736, -22.03368, -4.78073], [4.65863, -23.20088, -3.50306], [5.73824, -21.06038, -2.80184], [6.53174, -23.26494, -1.78437], [7.92023, -22.22764, -1.78207], [7.65945, -23.37699, -3.18928], [7.73477, -21.81409, -4.55480], [-0.84513, -16.94413, -0.75848], [-0.25038, -15.83537, -1.62742], [1.27033, -15.70539, -1.39032], [-0.34868, -16.16133, -3.02935], [-1.87228, -17.19470, -1.02356], [-0.99024, -16.61854, 0.27158], [-0.28818, -17.87866, -0.82615], [-0.89897, -14.95973, -1.60105], [1.59101, -15.43895, -0.38321], [1.63414, -14.90574, -2.03554], [1.87653, -16.55298, -1.71004], [-0.06277, -17.07472, -3.10403], [-0.05621, -23.82351, 3.89539], [0.77368, -22.87505, 3.13084], [1.86682, -23.60856, 2.33673], [-0.05345, -22.19967, 2.21197], [-0.70235, -23.29676, 4.59762], [0.58075, -24.48816, 4.47901], [-0.66732, -24.52263, 3.32454], [1.29906, -22.13241, 3.73131], [1.43202, -24.31143, 1.62607], [2.47024, -24.13900, 3.07335], [2.54409, -22.90356, 1.85468], [0.54548, -21.62514, 1.72947], [6.52338, -17.44561, -7.35133], [6.23065, -18.58650, -6.39472], [6.19716, -19.93751, -7.18190], [7.23246, -18.69580, -5.38148], [5.64390, -17.43313, -7.99512], [7.41968, -17.54061, -7.96429], [6.68843, -16.51068, -6.81583], [5.27956, -18.53107, -5.86512], [7.13350, -20.09326, -7.71772], [5.42497, -19.89476, -7.95002], [5.98692, -20.80414, -6.55512], [7.22160, -19.63601, -5.18787], [2.36935, -19.44882, -9.12550], [2.05257, -17.94562, -9.11807], [1.25309, -17.52864, -10.36807], [1.23138, -17.62575, -8.01162], [2.86730, -19.79677, -8.22047], [2.98445, -19.63657, -10.00556], [1.45988, -20.04314, -9.21353], [2.95386, -17.33293, -9.09858], [1.06164, -16.45972, -10.27388], [0.26506, -17.98896, -10.36735], [1.65339, -17.85144, -11.32914], [0.68059, -18.39669, -7.85709], [6.07033, -20.99812, 0.46249], [5.87311, -20.91084, 1.96298], [6.25561, -19.62058, 2.71404], [4.49868, -21.04700, 2.11384], [7.13573, -21.06323, 0.24161], [5.54145, -20.16658, -0.00325], [5.74047, -21.95836, 0.06595], [6.31572, -21.81238, 2.38658], [6.05019, -19.70245, 3.78137], [5.79548, -18.73491, 2.27591], [7.31046, -19.36247, 2.62043], [4.32674, -21.28967, 3.02661], [-2.34883, -20.35441, -8.51663], [-1.72468, -20.49441, -7.12082], [-1.00808, -21.81182, -7.03169], [-0.77732, -19.45400, -6.98604], [-1.55962, -20.16541, -9.24432], [-3.04088, -19.51568, -8.59211], [-2.81981, -21.30905, -8.75107], [-2.53530, -20.42159, -6.39577], [-0.48813, -21.96187, -6.08552], [-0.20318, -21.86161, -7.76501], [-1.65072, -22.65530, -7.28397], [-0.30577, -19.44580, -6.14988], [1.70592, -23.88397, -8.16141], [3.01850, -24.45227, -7.66291], [3.69332, -23.50405, -6.73578], [2.73426, -25.66717, -7.00534], [0.87599, -23.99788, -7.46403], [1.33584, -24.30279, -9.09722], [1.85920, -22.83995, -8.43458], [3.72101, -24.69048, -8.46155], [3.07979, -23.44299, -5.83691], [3.65017, -22.50556, -7.17080], [4.72006, -23.79134, -6.50914], [2.02818, -25.58020, -6.36076], [-3.68948, -24.13029, -0.51928], [-2.37776, -24.00854, 0.25854], [-1.20208, -23.66794, -0.66369], [-2.53878, -23.04236, 1.29207], [-3.81175, -23.34423, -1.26443], [-4.58801, -24.14045, 0.09769], [-3.75310, -25.09738, -1.01807], [-2.21160, -24.93823, 0.80275], [-0.27152, -23.45502, -0.13756], [-1.37429, -22.81891, -1.32521], [-1.06661, -24.47885, -1.37935], [-1.71589, -22.79923, 1.72257], [5.87156, -18.22517, -2.57220], [6.38308, -17.11419, -3.29973], [6.64269, -18.98977, -2.47815], [5.58494, -17.99702, -1.54560], [4.98669, -18.68234, -3.01505], [6.80421, -17.45924, -4.09041], [-4.07922, -16.56065, -5.82066], [-2.91509, -17.02648, -5.25388], [-4.37376, -17.21788, -6.63882], [-4.85761, -16.60193, -5.05875], [-3.95538, -15.54177, -6.18761], [-3.07517, -17.82042, -4.73848], [2.61272, -24.59931, -1.76719], [1.92963, -25.53915, -2.55620], [2.20529, -24.27432, -0.80986], [3.63246, -24.95207, -1.61292], [2.68835, -23.73026, -2.42074], [1.82911, -26.37565, -2.09601], [-2.34486, -16.92550, -8.89144], [-1.40553, -15.92291, -9.01703], [-3.37524, -16.60865, -9.05274], [-2.11993, -17.68058, -9.64467], [-2.32117, -17.43159, -7.92635], [-1.41195, -15.48976, -9.87373], [-0.40640, -24.90697, -4.85783], [0.80558, -25.57830, -5.10213], [-1.06110, -25.57773, -4.30146], [-0.32767, -23.97887, -4.29167], [-0.98663, -24.83191, -5.77751], [1.28204, -25.66147, -4.27287], [4.12819, -15.45866, -4.47048], [2.98873, -14.98002, -5.09144], [3.93294, -16.37258, -3.90948], [4.87467, -15.74208, -5.21246], [4.62880, -14.78595, -3.77409], [3.03512, -14.02146, -5.11605], [-2.14120, -19.67040, 1.25006], [-2.16158, -18.40085, 1.71666], [-2.31578, -20.34854, 2.08537], [-2.97315, -19.81717, 0.56129], [-1.21543, -19.95476, 0.74986], [-1.26496, -18.17340, 1.97344], [4.44669, -14.90573, -8.73177], [4.80160, -13.65606, -9.21987], [4.25353, -14.84642, -7.66066], [3.57794, -15.28070, -9.27285], [5.24203, -15.61294, -8.96713], [4.44173, -13.12922, -8.50256], [-2.39328, -20.30952, -2.64337], [-2.35150, -19.38427, -3.77034], [-1.81559, -21.20474, -2.87347], [-1.91158, -19.80378, -1.80653], [-3.44248, -20.47237, -2.39687], [-1.44670, -19.27735, -4.07284], [2.31208, -20.05020, -0.28548], [1.98419, -20.44437, 1.03433], [2.77087, -19.06147, -0.27980], [3.05950, -20.75495, -0.64988], [1.42438, -20.06331, -0.91788], [2.81125, -20.63968, 1.48091]]}